[1]
{
  "formula": "C7H12CdO5",
  "method": "wB97M-V/def2-TZVPD",
  "lumo_energy_ev": 0.14,
  "relative_energy_kcal_mol": 0.00,
  "homo_ev": -7.516,
  "orbital_gap_ev": 7.7,
  "e_tot_ev": -22251.54479,
  "symbols": ["O", "C", "C", "O", "C", "C", "O", "C", "H", "H", "H", "H", "H", "H", "H", "H", "H", "O", "C", "C", "O", "Cd", "H", "H", "H"],
  "xyz": [[-1.257989, 3.068206, -0.141735], [-2.464445, 2.579364, -0.300358], [-2.715946, 1.245006, -0.304407], [-1.589781, 0.416520, -0.239263], [-1.609659, -0.817723, -0.954274], [-0.475530, -1.702840, -0.479904], [-0.559129, -2.024560, 0.884023], [0.663986, -2.216963, 1.557416], [-3.302694, 3.271724, -0.457198], [-3.668383, 0.777470, -0.548628], [-1.514765, -0.616279, -2.032629], [-2.574492, -1.316451, -0.784467], [-0.554449, -2.652905, -1.025899], [0.507878, -1.264481, -0.729078], [0.618913, -3.193976, 2.053231], [1.513156, -2.203820, 0.852663], [0.816105, -1.438384, 2.321248], [1.553884, 1.467678, -1.353460], [2.592382, 1.075181, -0.806537], [2.612077, 0.767911, 0.646214], [1.380020, 0.835292, 1.221888], [0.062470, 1.625778, 0.090664], [3.537024, 1.024417, -1.378980], [3.065568, -0.247649, 0.726600], [3.363796, 1.541475, 1.182862]],
  "atomic_forces_ev_per_a": [[-1.5, 1.8, -0.3], [-0.5, -0.9, -0.1], [-0.7, 0.9, -0.9], [-1.4, -1.8, 0.0], [-0.4, 0.0, 0.2], [0.3, -0.5, -0.2], [-0.5, 0.6, 0.0], [0.3, -0.1, 0.3], [0.3, -0.1, 0.2], [0.3, 0.1, 0.3], [0.0, -0.1, 0.2], [0.2, 0.1, 0.1], [0.1, 0.2, -0.4], [-0.3, 0.1, 0.1], [0.2, 0.1, -0.1], [-0.2, 0.0, 0.3], [0.0, -0.2, -0.4], [2.9, -0.8, -1.4], [-0.3, 1.1, -0.7], [0.7, 0.8, 1.5], [2.7, -1.5, 1.9], [-1.2, 1.7, 0.6], [-0.3, -0.1, 0.0], [0.2, 0.3, 0.1], [-1.0, -1.5, -1.3]],
  "lowdin_charge": [-0.308, -0.332, -0.162, -0.287, -0.160, -0.222, -0.168, -0.107, 0.110, 0.106, 0.138, 0.133, 0.132, 0.109, 0.087, 0.080, 0.086, -0.092, -0.206, -0.395, -0.406, 1.444, 0.134, 0.118, 0.170]
}



[2]
{
  "formula": "C19H25N5O4",
  "method": "wB97M-V/def2-TZVPD",
  "lumo_energy_ev": 0.50,
  "relative_energy_kcal_mol": 487.30,
  "homo_ev": -7.149,
  "orbital_gap_ev": 7.7,
  "e_tot_ev": -35730.38405,
  "symbols": ["C", "H", "O", "C", "C", "C", "N", "C", "N", "C", "C", "C", "O", "N", "C", "O", "N", "C", "H", "H", "H", "C", "H", "H", "H", "N", "C", "C", "C", "C", "C", "C", "C", "H", "O", "C", "H", "H", "H", "H", "H", "H", "H", "H", "H", "H", "H", "H", "H", "H", "H", "H", "H"],
  "xyz": [[5.414210, -4.101469, 1.467766], [6.178356, -3.242675, 1.409950], [4.557768, -3.969791, 0.155967], [4.085489, -2.736800, -0.005574], [3.487916, -2.682567, -1.407368], [2.611470, -1.583668, -1.481523], [1.600697, -1.503449, -0.364821], [1.071551, -0.238319, -0.273298], [1.683215, 0.875135, -0.547195], [0.936470, 1.903395, 0.207219], [-0.252328, 1.115869, 0.839727], [-1.071001, 1.943557, 1.472118], [-1.914033, 1.801245, 2.170853], [-0.865178, 3.376511, 1.554251], [0.319648, 4.056707, 0.759840], [0.481970, 5.152364, 1.007756], [1.226806, 3.290950, 0.293844], [2.302235, 3.718211, -0.449477], [3.056183, 3.473891, -0.154158], [2.194408, 3.288596, -1.470859], [2.212957, 4.814381, -0.607521], [-1.720424, 4.105373, 2.368668], [-1.347904, 5.204822, 2.315052], [-1.873188, 3.775389, 3.410295], [-2.735654, 4.295609, 1.472612], [-0.088055, -0.032747, 0.660173], [-0.765358, -1.001054, 1.243013], [-1.855792, -1.772644, -0.007574], [-1.477114, -3.107445, -0.222262], [-2.275187, -3.508955, -1.309194], [-3.261085, -2.778652, -2.132998], [-3.312271, -1.391404, -1.763592], [-2.688439, -0.916014, -0.577610], [-2.647096, 0.160488, -0.224445], [-4.229813, -0.701575, -2.328572], [-4.752052, 0.529645, -1.994466], [-4.909119, 0.742822, -1.098297], [-5.411119, 0.883542, -2.398292], [-3.704178, 1.209415, -2.084478], [-3.806275, -3.303159, -2.841411], [-2.152846, -4.499719, -1.521274], [-0.854540, -3.889093, 0.383411], [-0.221263, -1.937627, 1.730012], [-1.424830, -0.587722, 1.972990], [0.825175, -2.296477, -0.638627], [2.046689, -1.432441, -2.537073], [3.170218, -0.571015, -1.377306], [4.079946, -2.791469, -2.036953], [2.614250, -3.716221, -1.446888], [4.856753, -2.150940, 0.005944], [3.344102, -2.597906, 0.770882], [4.785453, -3.951027, 2.201907], [5.753418, -4.974466, 1.330241]],
  "atomic_forces_ev_per_a": [[-0.5, 7.6, -6.2], [-0.8, -1.5, 0.2], [3.1, -4.3, 2.7], [-4.6, -2.2, -1.0], [-11.8, -3.6, 11.5], [-2.3, 6.0, -2.1], [-1.9, -3.1, -2.7], [-1.8, 0.3, 2.7], [-1.9, 3.2, 2.0], [-1.9, -4.8, -0.1], [6.8, 15.3, -3.1], [4.6, 8.4, -2.2], [-12.3, -6.9, 8.6], [6.9, -1.2, -5.2], [-5.9, -3.9, 5.4], [0.9, 8.7, 0.3], [-0.1, -7.2, -1.5], [-13.3, 6.6, -9.3], [15.4, -4.8, 6.4], [0.2, 0.2, 0.4], [0.3, -0.7, 0.4], [-2.4, 4.5, -3.5], [-0.3, -1.9, 0.5], [-0.4, 0.0, -0.9], [1.8, -0.7, 3.7], [6.4, -11.0, -5.7], [-4.4, -7.4, 0.4], [6.2, 0.1, 6.2], [-2.3, 0.3, -1.5], [-1.2, 1.0, -1.0], [4.8, 1.4, 4.7], [-0.7, -2.1, 2.1], [-0.2, 1.4, -1.9], [-0.6, -1.4, -0.7], [-3.9, 0.0, -3.3], [18.9, -4.1, 2.2], [-1.4, 0.4, 8.6], [-12.6, 5.7, -9.7], [-2.9, -0.6, -0.3], [-1.0, -0.4, -1.3], [0.0, -2.8, -1.0], [-1.1, 2.1, -1.1], [-0.5, 2.2, -1.2], [-0.4, 0.2, 0.6], [2.0, 2.6, 1.2], [1.2, -0.6, 2.2], [-0.6, -1.6, -0.2], [9.5, -1.7, -10.4], [2.9, 2.5, 0.0], [4.3, 4.6, 0.5], [-0.3, 1.1, 0.1], [-3.1, 0.5, 4.1], [2.9, -6.5, -0.4]],
  "lowdin_charge": [0.069, 0.128, -0.173, -0.316, -0.138, -0.262, 0.046, -0.283, 0.182, 0.025, -0.193, -0.515, 0.143, -0.027, -0.484, 0.143, -0.014, 0.007, -0.040, 0.128, 0.137, -0.097, 0.097, 0.094, 0.180, -0.028, -0.048, -0.153, -0.085, -0.075, 0.067, -0.292, 0.006, 0.142, -0.022, 0.005, 0.026, -0.034, 0.184, 0.083, 0.057, 0.151, 0.156, 0.107, 0.173, 0.168, 0.134, -0.009, 0.217, 0.071, 0.126, 0.029, 0.010]
}



[3]
{
  "formula": "C17H21F3N2O4",
  "method": "wB97M-V/def2-TZVPD",
  "lumo_energy_ev": 0.72,
  "relative_energy_kcal_mol": 49.39,
  "homo_ev": -7.920,
  "smiles": "CCCC1=NN(C(=O)Cc2ccc(OC)c(OC)c2)[C@@](O)(C(F)(F)F)C1",
  "orbital_gap_ev": 8.6,
  "e_tot_ev": -37292.22577,
  "symbols": ["C", "C", "C", "C", "N", "N", "C", "O", "C", "C", "C", "C", "C", "O", "C", "C", "O", "C", "C", "C", "O", "C", "F", "F", "F", "C", "H", "H", "H", "H", "H", "H", "H", "H", "H", "H", "H", "H", "H", "H", "H", "H", "H", "H", "H", "H", "H"],
  "xyz": [[-4.901068, 1.971713, 1.451716], [-3.415414, 1.639100, 1.489789], [-2.594277, 2.663509, 0.709918], [-1.149360, 2.335864, 0.692182], [-0.646739, 1.340844, 1.302300], [0.696081, 1.288644, 1.086793], [1.552136, 0.443054, 1.727410], [2.755459, 0.595041, 1.625200], [0.867726, -0.668537, 2.478922], [0.094738, -1.491753, 1.478645], [-1.266402, -1.700880, 1.600611], [-1.934827, -2.416371, 0.627145], [-1.284778, -2.930379, -0.490823], [-2.105847, -3.603762, -1.345823], [-1.645795, -4.074732, -2.592399], [0.102531, -2.721844, -0.617945], [0.747232, -3.233728, -1.714447], [2.117712, -2.962282, -1.881756], [0.760624, -2.007396, 0.373590], [1.143658, 2.312771, 0.123698], [2.233799, 3.029339, 0.554732], [1.455606, 1.581334, -1.212423], [2.502755, 0.756665, -1.144793], [1.710724, 2.452281, -2.197534], [0.409281, 0.841227, -1.618892], [-0.123244, 3.163213, -0.056487], [-5.266564, 1.977442, 0.427285], [-5.468474, 1.233412, 2.011843], [-5.088583, 2.950579, 1.888154], [-3.064862, 1.616790, 2.521783], [-3.240282, 0.651965, 1.061443], [-2.724745, 3.661781, 1.139739], [-2.947660, 2.714267, -0.324583], [0.185987, -0.246095, 3.216229], [1.634887, -1.261855, 2.979206], [-1.806265, -1.304432, 2.445559], [-2.996066, -2.593864, 0.702123], [-1.251427, -3.264696, -3.209394], [-2.525440, -4.502556, -3.073951], [-0.881971, -4.846370, -2.478457], [2.317202, -1.887719, -1.925832], [2.718779, -3.411437, -1.084732], [2.386858, -3.418120, -2.833712], [1.822456, -1.835296, 0.292894], [2.899321, 2.393774, 0.893590], [-0.384709, 3.312806, -1.102677], [0.021842, 4.138057, 0.412585]],
  "atomic_forces_ev_per_a": [[0.2, -0.1, 0.1], [-0.2, 0.3, -0.1], [-0.2, -0.4, 0.3], [0.6, 0.3, -0.3], [-0.9, -0.2, 0.5], [0.7, 0.8, -0.6], [-0.5, 0.1, 0.3], [0.4, -0.1, 0.0], [0.1, -0.1, 0.0], [-0.1, -0.2, 0.1], [0.2, -0.1, -0.1], [0.1, -0.1, -0.2], [-0.1, 0.1, 0.1], [0.1, 0.1, 0.3], [0.0, -0.2, -0.4], [0.0, -0.1, -0.1], [-0.4, 0.0, 0.2], [0.2, 0.0, 0.0], [-0.1, -0.1, 0.0], [0.0, -0.5, -0.3], [0.3, 0.3, 0.1], [0.0, 0.0, -0.3], [0.2, 0.0, 0.2], [0.0, 0.3, 0.0], [-0.2, 0.0, 0.2], [0.2, -0.3, 0.3], [-0.1, 0.0, -0.1], [-0.1, 0.0, 0.0], [-0.1, 0.1, 0.0], [0.1, -0.1, 0.0], [0.1, -0.1, 0.1], [0.0, 0.1, -0.1], [0.0, 0.1, 0.0], [0.0, 0.0, 0.0], [0.0, 0.1, 0.0], [-0.1, 0.1, 0.1], [-0.1, 0.0, 0.0], [0.0, -0.1, 0.0], [0.1, 0.0, 0.0], [-0.1, 0.1, 0.0], [0.0, 0.0, 0.0], [0.0, 0.0, 0.0], [0.0, 0.0, 0.1], [0.1, 0.0, -0.1], [-0.3, 0.0, -0.1], [0.0, 0.0, 0.0], [0.0, 0.0, 0.0]],
  "lowdin_charge": [-0.110, -0.265, -0.146, -0.247, 0.196, 0.029, -0.412, 0.077, -0.042, -0.238, -0.055, 0.003, -0.196, -0.071, -0.077, -0.179, -0.111, -0.070, 0.030, -0.372, 0.078, -0.551, 0.162, 0.158, 0.158, 0.021, 0.072, 0.069, 0.071, 0.110, 0.100, 0.130, 0.130, 0.122, 0.132, 0.110, 0.120, 0.096, 0.092, 0.093, 0.087, 0.099, 0.097, 0.116, 0.107, 0.133, 0.143]
}



[4]
{
  "formula": "C31H38AsHoO",
  "method": "wB97M-V/def2-TZVPD",
  "lumo_energy_ev": [-6.41, -6.28],
  "total_charge": 2,
  "multiplicity": 5,
  "s2": 6.005,
  "homo_ev": [-14.179, -14.150],
  "orbital_gap_ev": [7.8, 7.9],
  "e_tot_ev": -121434.93411,
  "symbols": ["C", "H", "H", "H", "C", "H", "H", "C", "H", "H", "H", "C", "C", "C", "C", "C", "C", "C", "C", "C", "C", "Ho", "H", "H", "H", "H", "H", "H", "H", "H", "H", "H", "H", "H", "H", "H", "H", "O", "As", "C", "C", "C", "C", "C", "C", "C", "C", "C", "C", "C", "C", "C", "C", "C", "C", "C", "C", "H", "H", "H", "H", "H", "H", "H", "H", "H", "H", "H", "H", "H", "H", "H"],
  "xyz": [[-2.906132, -3.102644, 0.390406], [-3.559072, -3.704760, -0.255965], [-3.489634, -2.756517, 1.257809], [-2.174628, -3.802818, 0.803334], [-2.303964, -1.888188, -0.378409], [-2.111816, -1.100016, 0.371597], [-1.311497, -2.154846, -0.782212], [-3.181717, -1.344544, -1.525702], [-2.619985, -0.757503, -2.267805], [-3.635537, -2.168012, -2.086570], [-4.032841, -0.710949, -1.233939], [0.990274, 2.374096, 0.319688], [-0.267362, 2.727351, -0.271747], [-1.303764, 2.067049, 0.485437], [-0.676359, 1.285112, 1.507419], [0.733340, 1.493813, 1.424907], [1.702858, 1.013634, 2.431522], [-1.360347, 0.546000, 2.604167], [-2.779503, 2.207495, 0.324375], [-0.443059, 3.528738, -1.518595], [2.339931, 2.826234, -0.100406], [0.108854, 0.383819, -0.697607], [-0.702572, -0.246747, 2.996572], [-1.613228, 1.209639, 3.455803], [-2.298924, 0.091846, 2.242003], [1.380438, 0.043116, 2.820855], [2.698587, 0.904486, 1.996892], [1.788284, 1.677526, 3.307898], [2.363432, 3.148341, -1.148052], [2.690208, 3.674629, 0.507066], [3.089632, 2.032515, 0.038633], [-1.480021, 3.510222, -1.874010], [-0.194761, 4.584041, -1.338524], [0.211154, 3.198946, -2.346452], [-3.301392, 1.235809, 0.421081], [-3.169292, 2.857531, 1.130663], [-3.052782, 2.656919, -0.644895], [1.835215, -0.551315, -1.342206], [2.877225, -1.970926, -1.492636], [2.885654, -2.613863, 0.319921], [3.335669, -1.735732, 1.309375], [3.181101, -2.070822, 2.658426], [2.587528, -3.286922, 3.014910], [2.144141, -4.166539, 2.022949], [2.299998, -3.839531, 0.670044], [2.043261, -3.216708, -2.714987], [2.755460, -3.718929, -3.817731], [2.131472, -4.607309, -4.704818], [0.799833, -4.987074, -4.498185], [0.093957, -4.488509, -3.395417], [0.723001, -3.622805, -2.490974], [4.558912, -1.272114, -2.100832], [5.753298, -1.554552, -1.416645], [6.949857, -0.951257, -1.830606], [6.957651, -0.093975, -2.940268], [5.764802, 0.177839, -3.622512], [4.562853, -0.405354, -3.202356], [3.792878, -0.783961, 1.020677], [3.523312, -1.371293, 3.424422], [2.464407, -3.535478, 4.068629], [1.666787, -5.108924, 2.296632], [1.970092, -4.525995, -0.111397], [3.792962, -3.424617, -3.976737], [2.685869, -5.006488, -5.556018], [0.308504, -5.667367, -5.196961], [-0.947775, -4.776621, -3.229380], [0.184657, -3.275863, -1.602778], [5.749002, -2.244935, -0.572365], [7.878598, -1.153202, -1.289369], [7.890917, 0.370621, -3.272493], [5.761387, 0.843593, -4.490170], [3.628895, -0.196195, -3.726136]],
  "atomic_forces_ev_per_a": [[-0.2, 0.2, 0.1], [0.1, 0.3, 0.1], [0.0, -0.1, -0.5], [0.2, 0.3, -0.2], [0.0, 0.0, 0.2], [-0.1, 0.1, 0.0], [-0.1, -0.2, -0.1], [-0.3, 0.0, -0.2], [0.1, 0.0, 0.1], [0.2, 0.0, 0.0], [0.4, -0.2, 0.3], [-0.6, -0.1, 0.8], [-0.3, -0.4, 1.0], [0.8, 0.3, 0.1], [0.1, 1.0, -0.3], [-0.6, 0.9, -0.5], [0.5, -0.4, 0.4], [-0.3, -0.4, 0.3], [-0.6, 0.0, -0.1], [-0.1, 0.5, -0.3], [0.8, 0.2, -0.1], [-0.4, -1.5, -0.7], [-0.4, 0.2, -0.1], [0.1, -0.3, -0.5], [0.3, 0.1, 0.3], [0.2, 0.1, 0.0], [-0.1, 0.0, 0.2], [-0.1, 0.0, -0.4], [0.0, -0.1, 0.2], [-0.2, -0.1, -0.2], [-0.2, 0.2, -0.2], [0.2, 0.0, 0.0], [0.0, -0.2, -0.1], [-0.2, 0.1, 0.2], [0.2, 0.4, -0.1], [0.1, -0.2, -0.4], [0.0, -0.2, 0.4], [0.6, -1.3, -0.3], [-0.3, 0.7, 0.1], [-0.1, -0.2, 0.1], [0.0, 0.1, 0.2], [0.1, -0.1, -0.3], [0.0, 0.2, -0.3], [0.1, 0.1, -0.2], [0.0, 0.1, 0.0], [0.2, -0.1, -0.2], [-0.1, 0.0, 0.1], [-0.1, 0.1, 0.3], [0.1, 0.3, 0.2], [0.2, 0.1, 0.2], [-0.2, -0.1, -0.2], [0.4, 0.0, 0.0], [0.0, 0.1, -0.1], [-0.2, 0.0, -0.2], [-0.3, -0.1, 0.2], [-0.2, -0.2, 0.1], [0.1, 0.0, 0.0], [-0.1, -0.3, 0.2], [-0.1, -0.3, -0.2], [0.0, 0.0, -0.3], [0.2, 0.3, -0.1], [0.0, 0.1, 0.3], [-0.2, -0.1, 0.0], [-0.2, 0.2, 0.3], [0.2, 0.2, 0.2], [0.4, 0.0, -0.1], [0.1, -0.1, -0.4], [0.1, 0.2, -0.2], [-0.4, 0.0, -0.2], [-0.4, -0.2, 0.2], [0.0, -0.3, 0.3], [0.3, 0.0, 0.1]],
  "lowdin_spin": [0.000, 0.000, 0.000, 0.000, -0.001, 0.000, 0.000, 0.000, 0.000, 0.000, 0.000, -0.004, -0.008, -0.007, -0.008, -0.005, 0.001, -0.001, -0.001, -0.001, 0.001, 4.045, 0.000, 0.000, 0.000, 0.000, 0.000, 0.000, 0.000, 0.000, 0.000, 0.000, 0.000, 0.000, 0.000, 0.000, 0.000, -0.009, 0.000, 0.000, 0.000, 0.000, 0.000, 0.000, 0.000, 0.000, 0.000, 0.000, 0.000, 0.000, 0.000, 0.000, 0.000, 0.000, 0.000, 0.000, 0.000, 0.000, 0.000, 0.000, 0.000, 0.000, 0.000, 0.000, 0.000, 0.000, 0.000, 0.000, 0.000, 0.000, 0.000, 0.000]
}